{"formula": "C71H131Br2N5O49", "method": "ωB97M-V/def2-TZVPD", "gap_ev": 7.808, "multiplicity": 1, "fmax_ev_per_a": 6.3, "total_energy_ha": -11891.98051, "e_lumo_ev": -0.03, "elements": ["Br", "Br", "O", "O", "O", "O", "O", "O", "O", "O", "O", "O", "O", "O", "O", "O", "O", "O", "O", "O", "O", "O", "O", "O", "O", "O", "O", "O", "O", "O", "O", "O", "O", "O", "O", "O", "O", "O", "O", "O", "O", "O", "O", "O", "O", "O", "O", "O", "O", "O", "O", "N", "N", "N", "N", "N", "C", "C", "C", "C", "C", "C", "C", "C", "C", "C", "C", "C", "C", "C", "C", "C", "C", "C", "C", "C", "C", "C", "C", "C", "C", "C", "C", "C", "C", "C", "C", "C", "C", "C", "C", "C", "C", "C", "C", "C", "C", "C", "C", "C", "C", "C", "C", "C", "C", "C", "C", "C", "C", "C", "C", "C", "C", "C", "C", "C", "C", "C", "C", "C", "C", "C", "C", "C", "C", "C", "C", "H", "H", "H", "H", "H", "H", "H", "H", "H", "H", "H", "H", "H", "H", "H", "H", "H", "H", "H", "H", "H", "H", "H", "H", "H", "H", "H", "H", "H", "H", "H", "H", "H", "H", "H", "H", "H", "H", "H", "H", "H", "H", "H", "H", "H", "H", "H", "H", "H", "H", "H", "H", "H", "H", "H", "H", "H", "H", "H", "H", "H", "H", "H", "H", "H", "H", "H", "H", "H", "H", "H", "H", "H", "H", "H", "H", "H", "H", "H", "H", "H", "H", "H", "H", "H", "H", "H", "H", "H", "H", "H", "H", "H", "H", "H", "H", "H", "H", "H", "H", "H", "H", "H", "H", "H", "H", "H", "H", "H", "H", "H", "H", "H", "H", "H", "H", "H", "H", "H", "H", "H", "H", "H", "H", "H", "H", "H", "H", "H", "H", "H"], "xyz": [[30.598, 26.551, 2.369], [29.970, 26.220, 5.852], [21.186, 22.180, 9.703], [19.478, 18.177, 5.438], [23.197, 23.917, -0.347], [18.925, 24.863, 4.862], [28.842, 22.316, 1.755], [28.339, 28.139, 9.796], [22.746, 19.309, 0.757], [19.407, 16.668, 0.283], [20.557, 22.972, 14.527], [22.480, 17.856, 9.509], [26.224, 29.413, 3.175], [28.803, 26.114, 9.003], [23.182, 22.117, -1.646], [25.234, 27.192, 5.782], [19.472, 14.129, 6.640], [26.062, 16.634, 6.121], [20.408, 25.959, 3.638], [24.615, 19.664, 2.085], [15.811, 20.265, 7.243], [16.886, 19.664, 15.496], [25.745, 20.324, 10.925], [20.523, 23.729, 3.622], [21.190, 18.122, 11.370], [23.776, 16.722, 14.628], [20.319, 17.133, 9.740], [19.026, 14.635, -0.457], [21.078, 15.455, -0.496], [24.255, 27.123, 7.999], [24.984, 17.637, 7.827], [18.853, 15.469, 8.265], [21.332, 22.644, -0.796], [20.224, 13.720, 8.693], [23.592, 15.150, 4.272], [26.646, 22.940, 2.244], [23.968, 29.313, 3.412], [25.964, 18.977, 6.183], [27.254, 22.030, 10.805], [27.864, 26.243, 10.949], [24.527, 17.977, 0.642], [27.917, 24.328, 1.188], [23.658, 28.585, 6.465], [23.124, 22.344, 5.083], [15.586, 24.898, 14.332], [24.988, 27.490, 2.650], [15.297, 18.450, 14.756], [25.456, 21.767, 9.269], [17.211, 18.515, 13.531], [16.748, 25.411, 9.426], [24.888, 22.513, 14.602], [22.629, 17.666, 5.588], [17.163, 22.083, 13.274], [22.031, 24.318, 6.908], [25.533, 19.820, 15.566], [17.348, 23.091, 7.932], [20.528, 17.439, 0.480], [14.922, 18.789, 16.081], [19.853, 24.844, 4.155], [25.867, 30.692, 3.605], [17.876, 24.348, 7.546], [19.965, 17.633, 11.930], [28.362, 26.933, 9.960], [25.693, 17.849, 6.674], [18.089, 22.674, 14.234], [26.236, 22.111, 14.562], [24.022, 22.500, 13.411], [20.492, 18.973, 5.985], [23.689, 21.046, 4.810], [28.659, 26.473, 4.311], [21.648, 16.685, -0.265], [21.997, 16.973, 4.448], [25.077, 28.626, 3.100], [22.312, 21.082, -2.066], [25.785, 24.067, 2.029], [23.884, 18.173, 14.852], [15.326, 20.409, 8.549], [22.961, 16.271, 3.634], [23.286, 24.502, 6.164], [25.171, 18.416, 15.739], [24.314, 30.651, 3.803], [18.041, 25.234, 8.761], [21.029, 21.373, -1.223], [24.964, 16.345, 8.114], [22.227, 23.933, 8.267], [25.875, 19.053, 2.199], [18.191, 16.031, 7.202], [25.861, 18.072, 1.092], [19.473, 22.067, 14.209], [17.387, 22.203, 6.756], [18.650, 15.093, 6.044], [21.405, 17.764, 10.117], [19.566, 14.392, 7.909], [16.094, 21.407, 6.469], [16.979, 25.747, 10.867], [23.028, 28.975, 7.590], [27.848, 23.015, 1.642], [24.615, 19.766, 10.238], [15.103, 23.530, 14.270], [14.895, 25.892, 15.156], [25.845, 15.682, 7.119], [28.036, 24.879, 10.731], [21.574, 18.125, 6.466], [22.633, 22.964, -0.892], [18.607, 18.786, 4.581], [21.532, 25.751, 2.837], [23.845, 18.944, 1.162], [23.964, 23.132, 5.890], [26.729, 25.018, 1.280], [24.497, 27.654, 6.709], [28.537, 24.812, 9.235], [26.127, 20.509, 14.415], [16.547, 18.811, 14.564], [29.249, 27.533, 3.403], [15.792, 19.920, 16.380], [19.753, 15.568, -0.241], [20.012, 21.444, 9.954], [15.804, 22.667, 13.196], [24.461, 20.753, 9.055], [19.200, 17.245, 10.588], [20.602, 24.221, 13.812], [21.141, 22.912, 8.487], [26.245, 21.452, 10.342], [23.274, 27.932, 8.602], [21.753, 24.224, 2.991], [22.677, 16.243, 13.830], [24.740, 14.736, 3.558], [21.559, 16.090, 4.914], [16.049, 25.817, 11.432], [22.546, 15.851, 2.718], [21.128, 17.355, 3.911], [14.026, 23.452, 14.119], [23.103, 25.120, 5.285], [26.139, 17.086, 1.463], [15.214, 22.045, 6.543], [26.842, 26.040, 1.642], [24.652, 21.115, 4.305], [20.377, 23.878, 12.802], [15.358, 23.014, 15.196], [19.127, 15.758, 5.324], [21.970, 17.164, -1.189], [27.766, 24.398, 8.585], [23.973, 15.891, 8.084], [24.814, 23.480, 5.303], [16.365, 23.184, 8.145], [17.855, 14.606, 5.479], [25.384, 16.291, 9.119], [17.304, 24.800, 6.736], [20.703, 17.386, 1.555], [28.718, 28.256, 2.784], [16.153, 20.990, 5.464], [24.497, 14.637, 2.500], [17.113, 15.884, 7.136], [19.561, 21.204, 14.869], [21.296, 22.217, 7.662], [22.043, 29.234, 7.202], [23.756, 21.542, 12.964], [29.481, 24.288, 9.086], [22.081, 24.796, 8.917], [23.908, 25.025, 6.890], [18.440, 26.115, 8.259], [17.069, 21.084, 13.390], [19.468, 18.395, 12.529], [26.651, 22.545, 13.652], [25.674, 20.339, 13.438], [24.607, 20.288, 8.080], [26.680, 22.486, 15.484], [22.383, 27.318, 8.738], [23.076, 16.861, 6.003], [24.890, 18.770, 9.892], [25.081, 13.796, 3.992], [18.651, 16.308, 10.684], [19.864, 24.973, 14.090], [14.258, 20.629, 8.525], [21.941, 23.809, 2.001], [22.641, 20.104, -1.714], [18.868, 24.964, 9.418], [17.648, 22.426, 15.200], [18.426, 17.094, 7.158], [24.826, 18.259, 16.761], [20.948, 20.542, -0.523], [21.319, 25.996, 1.796], [21.496, 23.672, 6.345], [16.250, 19.756, 17.355], [24.335, 23.254, 12.689], [23.429, 29.948, 7.874], [27.695, 26.875, 4.622], [24.103, 22.539, 6.794], [20.134, 23.312, 8.370], [23.178, 23.473, 8.535], [15.402, 20.938, 16.380], [20.161, 21.426, -1.880], [17.866, 19.473, 4.991], [27.286, 24.238, 11.194], [18.082, 23.745, 14.033], [26.383, 18.522, 0.248], [28.649, 25.443, 3.955], [23.113, 20.706, 3.949], [15.587, 19.718, 9.351], [28.802, 24.687, 11.483], [13.824, 25.764, 14.997], [13.866, 19.058, 16.132], [18.134, 21.412, 6.829], [25.853, 18.608, 3.194], [22.227, 21.161, -3.150], [23.918, 18.649, 13.872], [18.897, 24.251, 7.176], [25.616, 15.364, 3.716], [15.139, 26.933, 14.945], [15.030, 25.562, 16.186], [15.799, 23.294, 12.304], [26.069, 31.417, 2.817], [26.499, 31.007, 4.436], [23.035, 18.573, 15.407], [22.109, 18.807, 7.127], [15.823, 21.262, 9.012], [20.233, 16.891, 12.682], [24.138, 30.792, 4.870], [19.472, 21.094, 9.075], [15.175, 21.814, 12.939], [20.160, 19.744, 6.679], [22.418, 26.347, 3.061], [26.207, 24.998, 0.323], [23.516, 21.297, 9.051], [17.399, 24.885, 11.386], [19.392, 21.957, 10.690], [18.512, 17.979, 10.168], [20.183, 20.589, 10.609], [21.678, 16.397, 14.239], [20.989, 19.568, 5.219], [22.828, 16.743, 12.874], [22.801, 15.168, 13.694], [20.334, 18.414, 0.033], [27.102, 20.061, 14.229], [22.709, 24.190, 3.513], [23.795, 31.386, 3.189], [29.804, 28.202, 4.059], [23.406, 28.347, 9.601], [26.030, 17.745, 15.732], [21.304, 17.302, 7.128], [18.036, 18.002, 4.084], [26.695, 19.765, 2.115], [23.788, 20.425, 5.700], [25.361, 14.833, 6.635], [23.817, 19.606, 10.964], [19.662, 21.707, 13.198], [19.086, 19.314, 3.756], [25.007, 23.701, 1.359], [24.893, 20.484, 15.978], [17.656, 26.600, 10.858], [15.172, 17.982, 16.769], [17.675, 22.799, 5.891], [26.790, 15.326, 7.530], [25.264, 24.591, 2.830], [21.579, 24.694, 13.907], [22.466, 16.654, 0.455], [23.741, 16.961, 3.311], [23.000, 22.752, 13.692]], "atomic_forces_ev_per_a": [[0.0764, 0.6100, -0.4560], [-1.0716, 0.2594, -0.6492], [0.6536, 0.0652, 0.0553], [0.1111, -0.4070, 0.7947], [-1.6630, -2.0211, -1.1623], [-1.3166, -0.6289, 0.9416], [-2.9815, 0.6205, -0.8082], [0.2071, -1.6235, 0.9713], [1.5959, -0.8138, 1.2668], [-2.0097, 1.6070, 0.3960], [-0.3274, 0.3541, 1.2388], [-2.9204, 0.0538, 1.2968], [-1.3546, -2.1136, -0.0700], [0.7579, 2.5242, -1.3429], [3.1149, -2.3769, -2.0715], [-2.3044, 1.5219, 4.5834], [0.1966, -0.0447, -1.4634], [-0.1503, 2.7014, 0.3589], [-0.6045, 1.2750, 1.0363], [-2.4079, -0.0270, -1.6379], [0.9476, -1.9439, 0.2942], [1.6553, 1.3613, 0.2338], [0.8584, 0.6874, 0.1495], [0.8195, 1.3380, 0.6491], [1.3027, 1.6681, 1.6444], [-0.7386, 0.3823, 0.7716], [-0.3881, -1.1141, -3.1842], [-0.0313, 0.5501, 0.0287], [-0.2739, -0.5746, -0.1574], [1.9881, 0.7244, -1.5974], [0.7047, 4.5927, -2.8266], [0.0284, -0.7513, 1.9241], [-1.3600, 2.1806, 2.5564], [-1.2485, 1.4625, -1.2834], [-0.0146, 0.7104, 0.6127], [-0.3307, -2.0297, 1.2130], [0.5624, 0.8145, 0.4019], [-1.2497, -4.7601, 2.1146], [-3.6417, -1.5783, -2.1349], [-1.5655, 1.4845, 0.9614], [-0.3560, -1.2108, -0.1202], [2.1613, -1.4251, -0.7648], [0.8119, 0.7546, -2.5331], [0.0363, -0.6347, -0.3351], [0.0718, 0.2666, -0.7809], [1.0713, 2.4877, 1.2679], [-1.2776, -1.4491, -0.4489], [1.6143, 0.1637, 0.9212], [-1.9917, 0.9659, 4.0073], [1.6016, 0.2275, 1.5267], [-2.5637, 0.8796, -0.2996], [-0.9018, 0.3777, -2.6110], [-0.2701, 0.1655, -0.1997], [0.5498, 1.2161, -1.7453], [0.3659, 1.7043, 0.8483], [-0.4170, -2.0979, -0.7068], [1.3316, 1.2979, 0.0367], [-1.4806, -0.5888, 0.1958], [2.7078, -0.3262, -2.6502], [-0.6024, 1.5443, -0.6550], [0.6038, 0.6130, 1.2571], [-0.8162, 0.6478, -0.8472], [-0.5509, 2.5939, -1.9281], [0.8481, 3.5805, -2.1824], [-1.1734, -0.4786, 0.4701], [-1.7041, -2.6029, -1.0734], [0.2355, 0.1999, 1.1268], [0.2106, 0.6032, -1.7264], [-0.1779, 1.2367, -1.1372], [0.0103, 0.5880, 0.5068], [0.7262, 1.8800, 1.1128], [-0.9834, -2.0637, 1.7345], [-0.1527, -1.9808, -1.8594], [-0.8970, -0.6549, 0.2519], [0.1069, 0.2997, -1.1117], [1.1516, -2.5207, -0.1205], [0.2791, 2.3729, 0.6235], [2.1942, -0.5809, -2.3338], [-0.4608, -1.0875, 1.8732], [-1.4801, 1.3254, -0.8210], [1.3222, -0.2391, 0.8167], [-1.0690, 0.7783, -0.8887], [0.8333, -1.1137, -2.8351], [-0.3281, -3.5210, 2.3801], [-1.1798, -0.3851, 0.9796], [-0.0214, 0.1084, 1.7038], [-1.0562, -0.6328, -2.1875], [1.1891, -0.8120, -0.6596], [1.0436, 0.7997, -1.0327], [-0.5194, -1.0212, 0.1892], [-0.5202, 2.0735, -1.5380], [1.8087, -0.8243, 0.1659], [1.8316, -1.7000, 3.3609], [-0.2395, 0.5200, 0.1438], [-0.1023, -1.1382, -1.7437], [-1.9896, 3.6114, 0.5728], [1.6996, 2.8729, 1.7956], [0.8256, 0.0304, -0.4101], [1.1607, -0.0346, 0.9821], [-0.7669, -2.7030, -0.1869], [0.5190, -2.3586, -0.5971], [1.9999, -1.6631, 1.1702], [2.1628, 0.0118, 3.2935], [-0.1430, 3.2754, 2.7146], [-1.2618, 0.2427, -1.7180], [0.0105, -1.3555, -1.4058], [-1.3648, 3.7184, 0.0652], [-0.9255, 1.4942, -0.8932], [-2.1782, -0.2907, -0.9937], [3.1273, -4.6371, -2.9061], [-0.7176, -2.5289, 1.9326], [1.6979, -0.1888, -0.1792], [1.6974, -0.4670, -4.8477], [1.9211, -0.2567, 0.4555], [1.9317, 0.5349, 1.8882], [-0.6378, -5.4549, -1.5654], [-0.2890, -0.2355, 1.3513], [0.2943, 0.7920, -1.4142], [-0.9501, 0.1072, 0.3350], [0.6911, -0.0973, 2.1184], [-0.6528, -1.4834, -0.5105], [-0.6384, -1.0806, 0.3311], [1.3406, 0.0033, 1.3592], [-2.3178, -0.9724, 0.8504], [0.4160, 1.3425, -0.8429], [1.5042, 0.7013, -0.0215], [0.0229, -0.3465, 0.5827], [-1.0708, -0.4013, 0.2712], [-0.2710, 0.8847, -0.6511], [-0.5151, 0.1672, -0.2614], [0.6426, 1.0193, 0.0370], [-0.1151, 0.3196, -0.1157], [0.3051, -0.1762, -0.0504], [0.5517, 0.0567, -0.6996], [-0.1418, 0.4818, -0.2621], [0.1242, -0.3277, 0.2493], [0.5862, 0.4015, 0.5159], [0.3092, 0.8341, -0.6629], [-0.3146, 0.2225, 0.7345], [0.8439, -0.5275, -0.1395], [-0.0018, -0.0054, -0.0068], [0.0009, 0.1610, -0.2026], [-0.2778, 0.3771, 0.2266], [0.9749, -0.8910, 0.3279], [-0.0227, 0.3921, 0.4386], [-0.1868, -0.1181, 0.4693], [-0.2901, -0.7147, 0.2171], [-0.0787, 0.4440, 0.0851], [0.2551, 0.9105, -0.0169], [-0.8409, -1.0259, -0.2481], [0.0013, 0.2885, -0.1266], [0.2061, -0.1654, -0.1527], [-0.2992, 0.2825, 1.3035], [0.0981, 0.2420, 0.1731], [-0.1877, -0.5127, -0.2203], [-0.6479, -0.5300, 0.9983], [1.2045, -0.5082, -0.1980], [-0.3082, -0.5264, 0.2727], [0.1363, 0.1273, 0.2224], [0.4579, 0.2287, -0.5634], [-0.4345, 1.1293, 0.5122], [0.2823, 0.0023, 0.1905], [0.0613, 0.3649, -0.4861], [0.7678, -0.2369, 0.0612], [-0.7500, 0.0764, -0.0147], [0.2554, -0.0386, 0.1253], [0.1585, -0.2469, -0.1378], [-0.1067, -0.3154, -0.1900], [0.3209, 0.2872, 0.6424], [0.0367, 0.2054, -0.0419], [-0.4489, -0.3158, -0.2519], [0.4389, -0.0791, -0.2564], [-0.2504, -0.1909, 0.3716], [-0.2045, -0.2565, 0.1926], [-0.5696, -0.4889, 0.2054], [0.7092, 0.1700, -0.4835], [-0.4006, -0.7518, 0.3930], [0.2671, 0.8408, 0.7161], [0.1745, -0.2790, -0.4799], [-0.0132, 0.4338, 0.1967], [-0.2114, 0.8046, 0.8056], [-0.4466, 0.0909, -0.0247], [-0.3284, -0.3905, 0.3967], [-0.2682, 0.4218, 0.2515], [0.3318, -0.2507, -0.2210], [0.2992, 0.1068, 0.3410], [-0.0275, -0.5984, 0.7700], [0.9147, 0.5056, 0.2696], [0.0843, 0.3211, -0.0352], [0.3473, 0.0072, -0.2720], [0.0888, -0.0408, -0.8147], [-0.1585, -0.0640, 0.2861], [0.1368, 0.1197, 0.6453], [-0.8816, 0.4761, -1.2358], [0.1566, -0.0163, 0.3289], [0.6100, -0.8368, -0.0323], [-0.4131, 0.4745, -0.3892], [-0.6014, -0.7768, 0.6931], [-0.0644, -1.2833, -1.0015], [0.9551, -0.7308, -0.5297], [-0.2681, 0.2103, -0.2348], [0.0362, -0.3960, -0.1847], [0.5323, 0.0584, 0.3472], [0.5570, -0.1676, 0.0593], [-0.1580, -0.2125, 0.1290], [0.2872, 0.2566, -0.0434], [-0.0722, -0.2382, -0.2855], [-0.1470, 0.7447, -0.1905], [0.6371, -0.4724, -0.1442], [0.3441, 0.6700, 0.3020], [-0.0971, 0.1395, -0.2648], [0.2411, -0.1322, -0.2612], [-0.4465, -0.3197, 0.3970], [-0.2179, -0.0959, 0.0137], [0.0712, -0.0062, 0.5424], [-0.1525, 0.6888, -0.0538], [-0.2199, -0.7193, -0.6882], [-0.6098, -0.0701, -0.1358], [-0.0565, 0.3438, -0.1148], [-0.4152, 0.1409, 0.2031], [-0.4092, -0.4045, 0.5653], [-0.2262, 0.0539, 0.8057], [0.6570, 0.9494, -0.5983], [-0.1826, -0.3019, 0.1031], [0.7831, -0.1268, -0.2859], [-0.7314, 0.8558, -0.7140], [0.1542, 0.3578, 0.3870], [1.0223, -0.5812, -0.4567], [0.0109, 0.3974, 0.2701], [-0.1953, 0.3344, -0.7078], [-0.7079, -0.1127, -0.3718], [0.1931, 0.0566, 0.0918], [0.2188, 0.1465, 0.7288], [0.5026, 0.1864, 0.2218], [-0.6764, -1.2386, 0.8192], [-0.0386, -0.2455, 0.0970], [0.2533, -0.0757, -0.0672], [1.2391, -0.1559, -0.1239], [-0.1164, -0.1151, -1.1783], [-0.8012, -0.0585, 0.0548], [-0.1480, -0.1883, 0.0944], [-0.2259, 0.1508, 0.0826], [-0.3556, -0.2134, -0.1765], [-0.0310, -0.0858, 0.1382], [-0.2373, 0.6268, -0.3037], [-0.0449, -0.1529, -0.3889], [0.5014, 0.2573, -0.0191], [-0.0518, 0.1366, 0.0313], [-0.3045, -0.4240, 0.2414], [-0.3096, 0.1321, 0.6206], [-0.3593, -0.3343, -0.2546], [-0.3047, -0.1341, -0.3941], [0.1471, 0.2002, -0.0021], [0.6496, -0.8253, 1.0102], [0.0781, -0.4980, 0.0143], [0.3196, -0.4497, -0.5385], [0.4408, 0.2571, -0.0646], [0.2549, 0.6326, 0.8356]], "mulliken_charge": [-0.186, -0.150, -0.023, 0.836, -0.583, -0.450, -0.582, -0.624, -0.364, -0.369, -0.485, -0.306, -0.341, -0.182, -0.336, -0.449, -0.378, -0.388, -0.425, 0.437, -0.358, -0.237, -0.437, -0.223, -0.005, -0.406, -0.269, -0.591, -0.378, -0.209, 0.207, -0.164, -0.349, -0.632, -0.420, -0.141, -0.303, -0.625, -0.677, -0.378, -0.370, -0.416, -0.201, 0.480, -0.186, -0.366, -0.346, -0.186, -0.497, -0.474, -0.485, 0.485, -0.011, 0.312, -0.309, 0.224, 0.940, -0.419, 0.480, -0.439, -0.425, -0.174, 0.613, 0.547, 0.209, -0.120, -0.137, -0.805, -0.615, -0.136, 0.199, 0.022, 0.655, -0.192, 0.943, 0.443, -0.439, -0.406, -0.611, -0.959, -0.201, -0.566, 0.194, -0.203, -0.196, 0.132, 0.167, -0.627, -0.430, 0.550, 0.090, 0.090, 0.648, -1.101, -0.474, -0.706, 0.498, 1.139, -0.694, -0.860, -0.618, 0.008, 0.033, 0.643, -1.005, -0.224, 0.123, 0.309, -0.140, 0.533, -0.047, -0.042, 0.647, -0.516, -0.084, 0.526, 0.050, -0.654, 1.520, -0.232, -0.568, 0.558, 0.298, 0.003, 1.671, -0.246, -0.883, -0.021, 0.263, 0.899, -0.292, 0.480, -0.295, 0.345, 0.541, 0.145, 0.357, 0.151, 0.248, -0.258, 0.102, 0.189, 0.026, 0.503, 0.385, 0.412, 0.580, 0.644, -0.407, 0.314, 0.386, 0.405, 0.319, 0.278, -0.094, 0.338, 0.027, 0.275, 0.243, 0.214, 0.412, -0.042, 0.045, -0.021, -0.229, -0.633, 0.312, 0.056, -0.028, -0.580, 0.303, 0.393, 0.289, 0.292, -0.005, 0.045, 0.270, 0.009, 0.004, 0.322, -0.195, 0.307, 0.052, 0.269, 0.342, 0.300, -0.117, -0.565, -0.497, 0.037, 0.096, 0.356, -0.089, -0.005, 0.371, 0.349, 0.234, 0.136, 0.318, 0.195, 0.330, 0.329, -0.414, -0.188, 0.355, -0.246, -0.234, 0.223, 0.231, 0.326, 0.004, 0.257, 0.352, 0.276, -0.475, -0.011, 0.237, 0.051, -0.205, 0.623, -0.298, -0.038, 0.320, -0.718, 0.025, 0.137, 0.174, -0.189, 0.234, 0.570, -0.105, 0.298, -0.053, 0.429, -0.984, 0.354, 0.544, 0.393, 0.372, 0.234, 0.331, 0.354, -0.489, 0.265, -0.031, 0.057, 0.342, -0.488, 0.287, 0.402, 0.289, 0.040, 0.247, -0.119, 0.293, 0.027, -0.163, 0.029]}